Entry 1:
Molecular formula: C35H40MoNO5
Method: DFT, the ωB97M-V functional and the def2-TZVPD basis

* DFT total energy: -1856.80978 Eh
* F_max: 2.6 eV/A
* energy above the lowest of the compared OMol25 structures with the same formula, charge and spin: 0.0 kJ/mol
* <S²>: 2.015
* LUMO level (spin up / spin down): 2.0 / 2.0 eV
* orbital gap (spin up / spin down): 3.64 / 4.47 eV

```
! wB97M-V def2-TZVPD RIJCOSX def2/J DEFGRID3
* xyz -1 3
C -4.325 -0.775 -2.924
C -2.790 -0.676 -2.931
C -4.747 -1.302 -1.526
C -3.485 -1.935 -0.959
H -5.533 -2.045 -1.678
H -5.122 -0.476 -0.918
C -2.376 -1.860 -2.042
H -2.495 0.277 -2.455
H -2.401 -0.729 -3.962
C -1.096 -1.689 -1.245
H -2.351 -2.780 -2.653
H -3.665 -2.996 -0.745
C -2.822 -1.288 0.304
C -5.002 0.505 -3.364
C -4.830 -1.708 -4.034
O -5.655 -2.596 -3.884
O -4.478 1.605 -3.348
O -6.255 0.282 -3.804
O -4.322 -1.422 -5.248
C -4.943 -2.194 -6.285
H -4.411 -1.920 -7.197
H -6.008 -1.934 -6.352
H -4.852 -3.263 -6.070
C -6.856 1.446 -4.364
H -6.836 2.278 -3.653
H -7.875 1.148 -4.602
H -6.315 1.745 -5.270
O -1.368 -1.133 0.042
H -0.357 -1.023 -1.707
H -0.621 -2.672 -1.090
C -3.004 -2.258 1.460
C -3.345 0.088 0.705
H -4.406 0.054 0.987
H -3.215 0.841 -0.081
H -2.793 0.448 1.582
H -2.425 -1.944 2.336
H -2.670 -3.258 1.158
H -4.066 -2.320 1.736
Mo 2.541 0.405 0.533
C 3.929 -1.366 0.704
C 2.608 -1.828 0.410
C 2.240 -1.303 -0.869
H 2.018 -2.508 1.019
C 3.309 -0.486 -1.354
C 4.354 -0.504 -0.368
H 5.319 -0.015 -0.448
H 4.513 -1.674 1.562
H 1.368 -1.611 -1.429
H 3.339 0.020 -2.319
C 1.634 2.878 1.271
C 2.854 3.180 0.620
C 2.862 2.526 -0.654
H 3.616 3.874 0.980
C 1.570 1.894 -0.835
C 0.828 2.072 0.403
H -0.203 1.750 0.564
H 1.312 3.267 2.237
H 3.625 2.628 -1.431
H 1.164 1.492 -1.765
C 1.036 1.015 5.694
C 0.656 0.291 4.555
C 1.475 0.250 3.436
C 2.725 0.929 3.454
C 3.073 1.699 4.585
C 2.237 1.735 5.698
N 3.580 0.844 2.353
C 4.970 0.952 2.562
C 5.821 1.574 1.616
C 7.199 1.631 1.818
C 7.780 1.055 2.957
C 6.957 0.414 3.892
C 5.576 0.372 3.702
H 0.396 1.014 6.577
H -0.289 -0.256 4.541
H 1.187 -0.329 2.540
H 4.016 2.252 4.595
H 2.538 2.315 6.573
H 5.371 2.007 0.721
H 7.822 2.123 1.070
H 8.862 1.101 3.110
H 7.391 -0.061 4.775
H 4.940 -0.139 4.429
*
```

***

Entry 2:
Molecular formula: C38H49F5N7O4Zr
Method: DFT, the ωB97M-V functional and the def2-TZVPD basis

* DFT total energy: -2708.06158 Eh
* F_max: 0.5 eV/A
* LUMO level: -3.4 eV
* orbital gap: 6.85 eV

```
! wB97M-V def2-TZVPD RIJCOSX def2/J DEFGRID3
* xyz 1 1
Zr 1.796 -0.502 1.271
C -4.443 -2.743 -0.425
C -3.795 -1.791 0.580
C -4.596 -0.500 0.711
C -4.214 0.479 1.837
C -5.336 1.511 1.935
C -4.000 -0.210 3.177
N -2.909 1.176 1.459
C -2.693 2.528 2.044
C -1.313 3.083 1.747
N -0.985 3.177 0.332
C 0.449 3.185 0.156
C 1.010 1.817 0.444
O 2.195 1.645 0.821
O 0.259 0.789 0.322
C -1.798 4.162 -0.413
C -0.989 5.142 -1.261
C -2.940 3.496 -1.207
C -2.701 2.258 -2.100
C -4.017 2.014 -2.842
C -1.581 2.460 -3.121
N -2.404 1.089 -1.231
C -2.579 -0.231 -1.837
C -1.934 -1.356 -1.041
N -2.352 -1.544 0.358
C -1.559 -2.641 0.924
C -0.171 -2.137 1.209
O 0.813 -2.389 0.469
O 0.012 -1.323 2.179
H -5.439 -3.022 -0.080
H -3.865 -3.662 -0.529
H -4.553 -2.301 -1.416
H -3.850 -2.280 1.553
H -5.630 -0.792 0.910
H -4.626 0.055 -0.229
H -6.266 0.983 2.140
H -5.467 2.056 0.997
H -5.183 2.224 2.742
H -4.884 -0.795 3.434
H -3.842 0.516 3.976
H -3.137 -0.879 3.155
H -2.845 1.222 0.388
H -2.133 0.546 1.693
H -2.829 2.464 3.123
H -3.469 3.178 1.647
H -0.576 2.451 2.240
H -1.256 4.067 2.239
H 0.991 3.903 0.786
H 0.726 3.404 -0.877
H -2.298 4.789 0.338
H -0.488 4.675 -2.106
H -0.242 5.663 -0.663
H -1.665 5.895 -1.665
H -3.377 4.275 -1.838
H -3.740 3.213 -0.515
H -4.293 2.904 -3.407
H -4.830 1.797 -2.144
H -3.942 1.191 -3.553
H -1.744 3.353 -3.725
H -1.526 1.610 -3.804
H -0.609 2.553 -2.632
H -1.448 1.175 -0.890
H -2.129 -0.290 -2.837
H -3.642 -0.423 -1.979
H -0.854 -1.186 -1.035
H -2.081 -2.284 -1.613
H -1.485 -3.510 0.257
H -1.993 -2.956 1.871
N 9.137 -5.779 -4.124
C 8.359 -5.173 -3.535
C 7.384 -4.415 -2.799
C 7.450 -3.024 -2.799
C 6.503 -2.296 -2.099
C 5.503 -2.953 -1.389
C 5.447 -4.343 -1.386
C 6.382 -5.077 -2.095
C 4.483 -2.166 -0.636
C 3.546 -1.467 -1.395
C 3.450 -1.478 -2.806
C 2.399 -0.655 -3.146
C 1.874 -0.185 -1.936
N 2.543 -0.652 -0.874
C 4.565 -2.204 0.755
C 5.537 -2.893 1.509
C 5.242 -2.696 2.844
C 4.113 -1.881 2.876
N 3.684 -1.561 1.634
H 8.236 -2.521 -3.345
H 6.542 -1.215 -2.094
H 4.664 -4.849 -0.836
H 6.340 -6.157 -2.108
H 4.091 -2.033 -3.471
H 2.039 -0.416 -4.133
H 1.028 0.473 -1.814
H 6.360 -3.453 1.098
H 5.775 -3.069 3.702
H 3.601 -1.521 3.751
F 1.703 -0.575 4.436
C 1.994 0.343 3.460
F 0.766 1.042 3.240
C 2.916 1.370 4.114
F 4.103 0.807 4.378
F 3.118 2.415 3.308
F 2.416 1.835 5.265
*
```

***

Question: Which of these has the lowest DFT total energy?
Answer: C38H49F5N7O4Zr

***

Question: What is the formula in the first record?
Answer: C35H40MoNO5

***

Question: What is the F_max in the first record?
Answer: 2.6 eV/A

***

Question: Which of these has the lowest DFT total energy?
Answer: C38H49F5N7O4Zr